1.
{"formula": "C14H19N3O8P2Se2V", "method": "ωB97M-V/def2-TZVPD", "elements": ["V", "N", "C", "C", "P", "O", "O", "O", "P", "O", "O", "O", "H", "H", "H", "H", "H", "H", "H", "H", "Se", "Se", "C", "C", "C", "C", "C", "N", "C", "C", "C", "C", "C", "N", "H", "H", "H", "H", "H", "H", "H", "H", "C", "C", "O", "O", "H", "H", "H"], "xyz": [[-0.1874, -0.2283, -0.4332], [2.4382, -1.2377, 3.1165], [2.0108, 0.0944, 2.5077], [2.4294, 1.2259, 3.4363], [2.8508, 0.2810, 0.8244], [3.8280, -0.9993, 0.9351], [3.5816, 1.5540, 0.7941], [1.8085, -0.0034, -0.2318], [0.2023, -0.1075, 2.2759], [-0.3328, 0.1263, 3.7479], [-0.3648, 0.8926, 1.2917], [0.0725, -1.5016, 1.7323], [3.4076, -1.4393, 2.8537], [1.8416, -1.9811, 2.7226], [2.3420, -1.2230, 4.1320], [3.5144, 1.2949, 3.5095], [1.9845, 1.1010, 4.4249], [2.0848, 2.1714, 3.0210], [4.6384, -0.9175, 0.4149], [-1.2492, 0.4271, 3.8149], [-2.7256, 1.6317, -2.5982], [-3.4852, 1.3572, -0.4312], [-3.3552, -0.5504, -0.2824], [-4.5502, -1.2486, -0.2172], [-4.5270, -2.6183, -0.0040], [-3.3026, -3.2408, 0.1426], [-2.1534, -2.4758, 0.0563], [-2.1626, -1.1523, -0.1590], [-1.0134, 2.4158, -2.2049], [-0.7604, 3.5911, -2.8946], [0.4049, 4.2941, -2.6378], [1.2436, 3.8165, -1.6497], [0.9185, 2.6322, -1.0160], [-0.1658, 1.8965, -1.3068], [-5.4814, -0.7148, -0.3371], [-5.4498, -3.1807, 0.0472], [-3.2197, -4.3027, 0.3223], [-1.1770, -2.9205, 0.1729], [-1.4933, 3.9625, -3.5967], [0.6224, 5.2081, -3.1737], [2.1487, 4.3307, -1.3612], [1.5756, 2.2470, -0.2587], [0.2602, -2.4440, -3.6269], [0.0406, -1.6418, -2.3958], [0.4208, -2.0310, -1.2504], [-0.5165, -0.5021, -2.4280], [0.2876, -3.5046, -3.3903], [1.2259, -2.1604, -4.0495], [-0.5106, -2.2241, -4.3614]], "homo_energy_ev": [-11.124, -11.122], "orbital_gap_ev": [8.20, 8.19], "charge": 1, "multiplicity": 3, "max_force_ev_per_a": 0.44, "total_energy_ha": -7740.836349}

***

2.
{"formula": "C14H19N4O4PPdS5", "method": "ωB97M-V/def2-TZVPD", "elements": ["Pd", "S", "C", "C", "C", "C", "N", "C", "C", "C", "S", "C", "N", "H", "H", "C", "P", "C", "C", "O", "H", "H", "H", "H", "H", "H", "H", "H", "H", "C", "N", "C", "S", "N", "C", "H", "H", "H", "H", "H", "H", "H", "H", "O", "S", "O", "O", "S"], "xyz": [[0.3130, -0.2402, -0.3516], [0.9999, 1.7317, 0.4189], [-0.4800, 2.6530, 0.5787], [-0.5434, 3.7889, 1.3710], [-1.7306, 4.5077, 1.4771], [-1.7808, 5.6667, 2.3232], [-1.8157, 6.5983, 2.9952], [-2.8647, 4.0814, 0.7750], [-2.7932, 2.9450, -0.0252], [-1.6111, 2.2268, -0.1252], [-1.4895, 0.8090, -1.1462], [-4.1146, 4.7798, 0.8819], [-5.1323, 5.3094, 0.9515], [0.3268, 4.1190, 1.9235], [-3.6733, 2.6221, -0.5667], [3.6426, -3.3269, 0.2474], [3.3489, -1.6083, -0.1801], [3.2234, -1.5254, -1.9752], [4.8495, -0.7299, 0.2766], [2.1623, -1.0169, 0.5305], [4.4256, -3.7409, -0.3895], [2.7176, -3.8833, 0.0984], [3.9538, -3.3979, 1.2893], [2.8254, -2.4610, -2.3649], [4.1946, -1.3194, -2.4245], [2.5327, -0.7215, -2.2327], [5.7265, -1.1782, -0.1914], [4.9575, -0.7602, 1.3606], [4.7612, 0.3112, -0.0350], [-3.7971, -5.1868, 1.1385], [-3.1650, -4.0097, 1.7116], [-3.4242, -2.7819, 1.3069], [-2.3693, -1.4486, 1.7462], [-4.4765, -2.5007, 0.5652], [-4.7207, -1.2183, -0.1013], [-3.4056, -6.0622, 1.6463], [-3.5666, -5.2624, 0.0746], [-4.8753, -5.1631, 1.3042], [-2.2452, -4.1252, 2.1191], [-5.1038, -3.2585, 0.3464], [-3.7682, -0.7618, -0.3718], [-5.2937, -0.5481, 0.5380], [-5.2825, -1.4184, -1.0096], [0.7335, -3.0172, -0.8410], [-0.6109, -3.2301, -0.3433], [-0.9575, -4.6008, -0.0571], [-1.6322, -2.4401, -0.9981], [-0.5285, -2.3245, 1.6918]], "homo_energy_ev": -7.445, "orbital_gap_ev": 6.84, "charge": 0, "max_force_ev_per_a": 0.72, "total_energy_ha": -3525.128898}

***

3.
{"formula": "C14H19N5OS", "method": "ωB97M-V/def2-TZVPD", "elements": ["C", "H", "H", "C", "N", "C", "N", "N", "C", "C", "N", "C", "C", "N", "C", "H", "H", "H", "S", "C", "C", "O", "C", "C", "H", "H", "H", "C", "H", "H", "H", "C", "H", "H", "H", "H", "H", "H", "H", "H"], "xyz": [[2.5459, -0.5606, 0.3922], [2.6620, -1.6329, 0.2560], [3.4737, -0.1551, 0.7846], [2.2201, 0.0998, -0.9431], [0.9620, -0.3786, -1.4551], [-0.2636, 0.1660, -1.2371], [-1.2044, -0.5490, -1.8074], [-0.6149, -1.5794, -2.4004], [0.6815, -1.4984, -2.1994], [1.6310, -2.4549, -2.7154], [2.9254, -2.3187, -2.4218], [3.7571, -3.2198, -2.9197], [3.3095, -4.2686, -3.7091], [2.0223, -4.4110, -4.0043], [1.1866, -3.5175, -3.5183], [0.1386, -3.6245, -3.7546], [3.9812, -5.0116, -4.1148], [4.8013, -3.0888, -2.6700], [-0.4960, 1.6449, -0.3601], [-2.2978, 1.5371, -0.0776], [-2.5264, 1.0437, 1.3383], [-2.8878, -0.0883, 1.5330], [-2.2282, 1.9932, 2.4993], [-3.3965, 1.8859, 3.4875], [-3.1780, 2.4509, 4.3902], [-4.3087, 2.2787, 3.0429], [-3.5650, 0.8459, 3.7541], [-2.0322, 3.4510, 2.0895], [-1.8172, 4.0433, 2.9766], [-2.9314, 3.8553, 1.6292], [-1.1966, 3.5651, 1.4025], [-0.9475, 1.4679, 3.1683], [-0.0946, 1.5794, 2.5022], [-1.0614, 0.4166, 3.4218], [-0.7502, 2.0276, 4.0796], [-2.7104, 2.5273, -0.2531], [-2.6733, 0.8114, -0.7993], [2.1387, 1.1843, -0.8252], [2.9940, -0.1385, -1.6746], [1.7511, -0.3793, 1.1126]], "homo_energy_ev": -8.346, "orbital_gap_ev": 8.42, "charge": 0, "max_force_ev_per_a": 1.39, "smiles": "CCn1c(SCC(=O)C(C)(C)C)nnc1-c1cnccn1", "total_energy_ha": -1292.079041}

***

4.
{"formula": "C14H19NO5S3Ti", "method": "ωB97M-V/def2-TZVPD", "elements": ["Ti", "C", "C", "S", "C", "C", "S", "H", "H", "H", "H", "H", "H", "C", "C", "C", "C", "C", "C", "C", "S", "O", "O", "N", "C", "C", "O", "O", "H", "H", "H", "H", "H", "H", "H", "H", "H", "C", "O", "H", "H", "H", "H"], "xyz": [[-1.3170, 1.0426, -1.2965], [-5.3721, 1.1781, -0.1110], [-4.0791, 0.6338, -0.6623], [-3.4835, 1.4023, -2.1235], [-3.4203, -0.3818, -0.0536], [-3.8907, -1.0197, 1.2238], [-1.9005, -1.0416, -0.6669], [-5.8187, 1.8788, -0.8121], [-5.2144, 1.7063, 0.8325], [-6.0931, 0.3813, 0.0778], [-4.9662, -0.9126, 1.3537], [-3.4048, -0.5708, 2.0940], [-3.6502, -2.0828, 1.2335], [4.3228, -4.1734, 1.3370], [3.6042, -2.8753, 1.1069], [4.3037, -1.7253, 0.7577], [3.6480, -0.5166, 0.5756], [2.2730, -0.4611, 0.7414], [1.5506, -1.5970, 1.0837], [2.2205, -2.7922, 1.2646], [1.4226, 1.0503, 0.4430], [0.3332, 1.1342, 1.4119], [2.3909, 2.1131, 0.4307], [0.7125, 0.8800, -0.9853], [1.5655, 0.8936, -2.1582], [0.6826, 1.1827, -3.3592], [1.0847, 1.3846, -4.4665], [-0.6240, 1.2112, -3.0349], [5.2625, -4.2074, 0.7871], [3.7151, -5.0232, 1.0274], [4.5551, -4.3041, 2.3959], [5.3781, -1.7706, 0.6285], [4.1931, 0.3810, 0.3174], [0.4766, -1.5416, 1.2063], [1.6616, -3.6805, 1.5333], [2.0635, -0.0696, -2.3167], [2.3377, 1.6648, -2.1068], [-1.0756, 3.7823, -0.1466], [-1.5423, 2.4554, 0.2109], [0.0138, 3.8024, -0.1225], [-1.4997, 4.4999, 0.5516], [-1.4449, 3.9834, -1.1506], [-0.9747, 2.1048, 0.9470]], "homo_energy_ev": -8.238, "orbital_gap_ev": 7.66, "charge": 0, "max_force_ev_per_a": 0.88, "total_energy_ha": -3019.980407}